[1]
Density functional theory data (wB97M-V/def2-TZVPD) for a structure of composition C3H6F3N3 at a distorted geometry.

Last column: Löwdin charge in e.
Atoms and positions in Å:
C (1.28893, 0.40713, 1.11221)  -0.1181
C (-0.51588, 0.14738, -0.50723)  -0.0476
C (-1.70361, -1.09707, -1.36290)  -0.4511
N (1.91308, 0.08299, 2.10796)  0.2564
N (-0.58107, 1.26932, -1.14542)  0.2546
N (0.36520, -0.29979, 0.43948)  0.1735
F (-2.51389, -0.33139, -2.05350)  0.2327
F (-2.24778, -1.88594, -0.49045)  0.2483
F (-0.80324, -1.84648, -2.02794)  0.1924
H (1.47134, 1.49831, 0.83831)  0.2106
H (2.79560, 0.57368, 2.47083)  0.2267
H (1.77482, -0.77405, 2.76934)  0.2385
H (-1.41846, 1.36941, -1.83997)  0.2092
H (0.00418, 2.13834, -0.99121)  0.1927
H (0.17078, -1.25182, 0.68049)  0.1814

Charge: +2



[2]
Density functional theory data (wB97M-V/def2-TZVPD) for the ion C13H22N3O5 with charge -1 at a distorted geometry.

Last column: Löwdin charge in e.
Atoms and positions in Å:
C (3.05194, -0.54736, -3.56791)  -0.0519
N (2.25060, -0.70641, -2.31695)  0.0198
C (1.30833, -1.70845, -2.15073)  -0.4490
O (1.28283, -2.68311, -2.91930)  0.0168
C (0.62633, -1.83244, -0.82466)  -0.1922
C (1.44738, -1.83882, 0.58503)  -0.0712
C (0.56609, -1.91679, 1.87163)  -0.4034
C (1.38847, -1.74971, 3.17304)  -0.0619
C (-0.23104, -3.21711, 1.88438)  -0.0632
N (-0.35494, -0.77245, -0.78977)  0.1035
C (-0.24460, 0.54234, -0.48169)  -0.3596
O (0.91319, 1.04719, -0.31188)  -0.0251
C (-1.46845, 1.46177, -0.35684)  -0.2027
C (-2.01018, 1.18794, 1.04614)  -0.0866
C (-2.60823, -0.14539, 1.30804)  -0.7985
O (-2.96828, -0.71958, 0.29440)  -0.0431
O (-2.85757, -0.60061, 2.44292)  -0.0624
N (-1.07182, 2.83985, -0.50694)  0.0936
C (-1.92478, 3.81200, -0.89359)  -0.4918
C (-1.34464, 5.23687, -0.69768)  0.0066
O (-3.04802, 3.53147, -1.32489)  0.0263
H (2.37608, -0.28547, -4.40842)  0.0953
H (3.63706, -1.45051, -3.63465)  0.0714
H (3.78529, 0.17405, -3.29274)  0.0605
H (2.07658, -0.01420, -1.56035)  0.1052
H (-0.05243, -2.74007, -0.92159)  0.1557
H (2.01489, -0.91466, 0.68585)  0.0939
H (1.99516, -2.77021, 0.61136)  0.1104
H (-0.09485, -1.09354, 1.85852)  0.0923
H (1.86507, -2.62783, 3.53778)  0.0544
H (2.12414, -0.97647, 3.02589)  0.0653
H (0.73692, -1.46417, 3.99012)  0.0770
H (-1.04335, -3.05787, 2.58280)  0.0770
H (0.36690, -4.04295, 2.29222)  0.0764
H (-0.66810, -3.43579, 0.91131)  0.0682
H (-1.32000, -1.13794, -1.07076)  0.1749
H (-2.30170, 1.21157, -1.10161)  0.1792
H (-1.30534, 1.39901, 1.86843)  0.1287
H (-2.76005, 1.92305, 1.27701)  0.1180
H (-0.25732, 3.16814, -0.10023)  0.1043
H (-0.69064, 5.68059, -1.40498)  0.0609
H (-2.21337, 5.84874, -0.88078)  0.0702
H (-0.97353, 5.38534, 0.27207)  0.0568

Charge: -1



[3]
Density functional theory data (wB97M-V/def2-TZVPD) for an isolated molecule of C5H8N4 at a distorted geometry.

Last column: Löwdin charge in e.
Atoms and positions in Å:
C (-2.92115, -0.31693, -0.38048)  -0.1081
C (-1.49540, -0.08137, 0.06937)  -0.3441
C (-0.88202, 1.02409, 0.52921)  -0.0881
N (0.31104, 1.56220, 0.02591)  -0.0319
N (1.53626, 1.10002, -0.28957)  -0.0098
C (2.21403, 0.10384, -0.31149)  -0.2191
C (1.78215, -1.29380, 0.05726)  -0.1514
N (0.38600, -0.97703, 0.66889)  -0.0187
N (-0.53286, -1.18912, -0.19336)  0.0552
H (-3.55021, -0.70327, 0.56847)  0.0955
H (-2.88425, -1.08412, -1.25267)  0.0890
H (-3.69238, 0.62113, -0.67292)  0.1190
H (-1.65142, 1.82878, 1.06477)  0.1718
H (0.17302, 2.47484, -0.29982)  0.1055
H (3.32919, 0.49344, -0.56509)  0.1485
H (1.67510, -1.82010, -0.82988)  0.0577
H (2.51232, -1.89807, 0.72092)  0.1290



[4]
Density functional theory data (wB97M-V/def2-TZVPD) for a cluster of 4 separate species, C22H45BrN4O6S2 in total at a distorted geometry.

Last column: Löwdin charge in e.
Atoms and positions in Å:
C (3.59600, -2.70402, -1.00192)  -0.1450
C (4.23430, -2.41696, -2.46497)  -0.2494
C (3.11649, -2.31868, -3.60517)  -0.1922
C (2.51682, -0.82025, -3.55790)  -0.2396
N (1.17654, -0.72293, -4.19619)  -0.1916
C (0.80945, 0.67078, -4.57717)  -0.1827
C (0.07676, 1.50551, -3.43478)  -0.1770
C (0.95374, 1.75653, -2.12001)  -0.1493
C (0.06883, 2.68398, -1.13245)  -0.1491
O (0.07418, 2.10332, 0.19941)  -0.0072
C (-0.97467, 1.21244, 0.39277)  -0.5722
O (-1.81111, 0.85916, -0.44414)  0.0531
O (-1.09989, 0.66425, 1.71561)  -0.4957
Br (-0.42124, -1.04621, 1.73074)  0.9281
C (0.12564, -1.39112, -3.43968)  -0.9769
S (0.15100, -1.77091, -1.81358)  0.6639
S (-1.37243, -1.91228, -4.41554)  0.8167
C (-2.84874, -0.86144, -4.00940)  -0.4954
C (-4.10452, -1.78557, -3.56066)  -0.2763
C (-3.99392, -1.94929, -1.94926)  -0.1245
H (3.07475, -1.77131, -0.59687)  0.0572
H (2.87330, -3.58067, -1.00380)  0.0737
H (4.49892, -2.94426, -0.33279)  0.0707
H (4.76462, -1.40663, -2.39744)  0.1029
H (4.98995, -3.21986, -2.73466)  0.0998
H (2.28773, -3.07838, -3.39239)  0.0961
H (3.52196, -2.48289, -4.65504)  0.1080
H (2.56709, -0.45952, -2.48131)  0.0790
H (3.27139, -0.17757, -4.14248)  0.1328
H (0.08036, 0.57923, -5.46441)  0.1214
H (1.72875, 1.20023, -5.01004)  0.1303
H (-0.14178, 2.54465, -3.88321)  0.1286
H (-0.92822, 1.09177, -3.10845)  0.0874
H (1.92124, 2.27869, -2.43724)  0.1232
H (1.20004, 0.82367, -1.52298)  0.0765
H (-0.95643, 2.93093, -1.54666)  0.1270
H (0.64802, 3.67235, -1.04664)  0.1370
H (-2.69536, -0.11065, -3.17498)  0.0570
H (-3.14776, -0.33522, -4.98440)  0.0757
H (-4.09908, -2.79902, -4.06893)  0.0969
H (-5.04073, -1.16876, -3.74519)  0.0886
H (-3.13791, -2.63424, -1.65466)  0.0631
H (-4.98513, -2.40703, -1.58552)  0.0738
H (-3.82263, -0.94630, -1.43525)  0.0590
C (-6.91113, 2.58277, -1.29867)  -0.0607
N (-5.69156, 2.28782, -2.02269)  -0.1971
C (-4.41719, 2.57801, -1.39697)  -0.0400
C (-5.70444, 1.74743, -3.27079)  -0.3313
O (-4.71863, 1.47565, -3.93310)  0.0046
H (-6.94379, 3.65198, -1.07422)  0.0886
H (-6.91891, 2.01423, -0.36531)  0.0904
H (-7.78929, 2.31455, -1.88756)  0.0836
H (-3.86343, 3.28405, -2.02180)  0.0947
H (-3.84025, 1.65688, -1.31621)  0.0612
H (-4.56637, 3.00510, -0.40483)  0.0924
H (-6.72344, 1.56841, -3.65080)  0.1338
C (3.70333, -2.40706, 5.30283)  -0.0609
N (3.02427, -2.70460, 4.05733)  -0.1939
C (1.63736, -2.31167, 3.90628)  -0.0981
C (3.64373, -3.33954, 3.02574)  -0.3372
O (3.12617, -3.61536, 1.95926)  0.0020
H (3.17703, -2.90141, 6.12249)  0.0933
H (3.69393, -1.32818, 5.46291)  0.0668
H (4.73674, -2.75690, 5.27859)  0.0836
H (1.03349, -3.20213, 3.70960)  0.0924
H (1.54888, -1.63341, 3.05527)  -0.0184
H (1.27831, -1.81644, 4.80932)  0.0870
H (4.69390, -3.59361, 3.24368)  0.1309
C (2.64551, 3.39106, 6.93840)  -0.0614
N (2.09003, 2.06189, 6.78208)  -0.2030
C (0.77690, 1.91576, 6.18247)  -0.0390
C (2.76011, 0.94600, 7.17936)  -0.3362
O (2.34764, -0.19434, 7.07498)  -0.0013
H (1.97951, 3.98467, 7.56956)  0.0895
H (2.73028, 3.86085, 5.95532)  0.0899
H (3.63256, 3.34964, 7.40069)  0.0838
H (0.11174, 1.41851, 6.89249)  0.0948
H (0.85837, 1.29532, 5.28666)  0.0901
H (0.36698, 2.89032, 5.91701)  0.0879
H (3.74534, 1.16822, 7.62025)  0.1341



[5]
Density functional theory data (wB97M-V/def2-TZVPD) for an isolated molecule of C24H30N4O5.

Last column: Löwdin charge in e.
Atoms and positions in Å:
C (-7.87641, -1.02729, 3.82035)  -0.0616
C (-6.92032, 0.13910, 4.02618)  -0.2199
O (-5.96656, 0.22970, 2.96947)  -0.0209
C (-4.87656, -0.57153, 3.07214)  -0.4201
O (-4.69215, -1.32772, 3.99443)  0.1183
C (-3.99953, -0.39065, 1.92895)  -0.1046
N (-4.33361, 0.44307, 0.88948)  0.1469
C (-3.38761, 0.39473, -0.06553)  -0.2290
C (-3.46824, 1.22302, -1.29989)  -0.0030
C (-2.39209, -0.48001, 0.36721)  -0.0693
C (-1.21794, -0.83702, -0.41026)  -0.1752
O (-1.41316, -1.19565, -1.70421)  0.1104
C (0.05091, -0.84328, 0.06368)  -0.0501
C (0.53623, -0.30314, 1.32046)  -0.2600
O (-0.07992, 0.27767, 2.18736)  0.1240
C (2.03729, -0.59251, 1.33840)  -0.3699
O (2.81499, -0.38886, 2.24386)  0.1012
N (2.34155, -1.17462, 0.15392)  -0.0024
C (3.63852, -1.73503, -0.13237)  -0.1229
C (4.47529, -0.90552, -1.10806)  -0.1458
C (4.74313, 0.49965, -0.57046)  -0.2124
N (5.79021, 1.16984, -1.32374)  -0.2778
C (5.33779, 1.59507, -2.63153)  -0.1023
C (6.34056, 2.28782, -0.58511)  -0.1119
C (1.23515, -1.26185, -0.77382)  -0.1747
C (1.40124, -0.31781, -1.94430)  -0.1667
C (1.41382, 1.05831, -1.74303)  -0.0160
C (1.57721, 1.89514, -2.83346)  -0.0585
C (1.72212, 1.32014, -4.08765)  -0.1542
N (1.69873, 0.01474, -4.29097)  0.0710
C (1.54010, -0.77902, -3.24800)  -0.1082
C (-2.77990, -0.98159, 1.63716)  -0.1259
C (-2.05339, -1.95482, 2.48320)  -0.0080
H (-7.32609, -1.96439, 3.85019)  0.0752
H (-8.37902, -0.94123, 2.85949)  0.0763
H (-8.62058, -1.03108, 4.61142)  0.0772
H (-6.38604, 0.02418, 4.97470)  0.1223
H (-7.45206, 1.09315, 4.01128)  0.1223
H (-5.16007, 1.01877, 0.88625)  0.1683
H (-3.75896, 2.24207, -1.04907)  0.0875
H (-4.21393, 0.82595, -1.99161)  0.0888
H (-2.50593, 1.25587, -1.80462)  0.0819
H (-2.35800, -1.20855, -1.90553)  0.1235
H (3.49898, -2.74485, -0.53540)  0.1294
H (4.15622, -1.80145, 0.82891)  0.1290
H (5.43364, -1.40558, -1.25309)  0.1231
H (3.96877, -0.85870, -2.07282)  0.0876
H (5.07811, 0.41233, 0.46556)  0.1228
H (3.80767, 1.08663, -0.56924)  0.1136
H (4.99573, 0.73585, -3.20401)  0.0773
H (4.51530, 2.32761, -2.57710)  0.0799
H (6.17189, 2.05001, -3.16378)  0.0834
H (6.73523, 1.93172, 0.36479)  0.0827
H (5.59627, 3.07442, -0.38346)  0.0874
H (7.15765, 2.72322, -1.15893)  0.0805
H (1.13140, -2.28862, -1.15034)  0.1655
H (1.29017, 1.46184, -0.74668)  0.1292
H (1.59129, 2.96766, -2.71316)  0.1050
H (1.86101, 1.92837, -4.97154)  0.1038
H (1.52338, -1.83982, -3.46488)  0.1204
H (-1.36444, -1.41273, 3.13174)  0.0887
H (-2.75316, -2.49797, 3.11177)  0.0783
H (-1.47190, -2.64476, 1.87531)  0.0887



[6]
Density functional theory data (wB97M-V/def2-TZVPD) for an isolated molecule of C4H4O2 at a distorted geometry.

Last column: Löwdin charge in e.
Atoms and positions in Å:
C (1.25751, -0.69899, 0.62801)  0.0512
C (0.89514, 0.23420, -0.25597)  -0.1379
C (-0.44862, 0.52743, -0.66402)  -0.1265
O (-1.33431, 1.12235, 0.34528)  0.1841
C (-1.66454, -0.02938, -0.02485)  -0.5451
O (-2.46564, -0.84948, 0.05904)  0.1966
H (2.29495, -0.85795, 0.89651)  0.0571
H (0.37162, -1.28435, 1.18053)  0.1239
H (1.70754, 0.77115, -0.66147)  0.0882
H (-0.61366, 1.06502, -1.50306)  0.1083



Calculated energy relative to the best compared isomer or geometry (same formula, charge and spin), 0.000 2.337 6.411 2.546 2.501 2.076 eV (same order as the records).
Calculated HOMO, -21.2138 -4.6126 -8.0383 -7.7527 -8.3924 -9.9459 eV (same order as the records).